The following is a quantum chemistry calculation of a cluster of 2 separate species, C5H6N2 in total in a non-equilibrium geometry, from the Open Molecules 2025 dataset.

The geometry in ORCA input format:
```
! RIJCOSX wB97M-V def2-TZVPD def2/J DEFGRID3
* xyz 0 1
N 1.996 -0.065 0.457
N 3.022 -0.399 0.194
C -1.481 0.940 0.182
C 0.251 -0.105 -1.052
C -0.472 1.032 -0.911
C -1.286 -0.511 0.636
C -0.326 -1.098 -0.134
H -1.437 1.924 0.844
H -1.870 -0.871 1.618
H 0.624 -0.331 -2.035
H -0.001 -2.170 -0.123
H -0.229 1.922 -1.630
H -2.434 0.803 -0.260
*
```

E = -303.56899 Eh
SMILES = C1=CCC=C1.N#N
orbital gap = 9.50 eV
energy above the lowest of the compared OMol25 structures with the same formula, charge and spin = 1.826 eV
maximum force = 4.01 eV/Å

---

The following is a quantum chemistry calculation of a structure of composition C4H8N2O3 in a non-equilibrium geometry, from the Open Molecules 2025 dataset.

The geometry in ORCA input format:
```
! RIJCOSX wB97M-V def2-TZVPD def2/J DEFGRID3
* xyz 0 1
O 2.798 -1.142 -0.470
O 0.771 2.298 -0.342
O 3.891 0.706 -0.346
N 3.027 -0.055 -0.022
N -0.394 0.294 -0.122
C -1.541 0.824 -0.758
C 0.626 1.148 -0.008
C -0.401 -1.120 0.246
C 2.143 0.440 0.949
H -1.474 0.937 -1.860
H -0.523 -1.271 1.215
H -1.270 -1.493 -0.328
H -2.411 0.150 -0.554
H 1.555 -0.323 1.478
H -1.809 1.840 -0.431
H 0.524 -1.608 0.051
H 2.469 1.458 1.478
*
```

E = -492.28401 Eh
orbital gap = 10.11 eV
energy above the lowest of the compared OMol25 structures with the same formula, charge and spin = 5.958 eV
maximum force = 5.85 eV/Å

---

The following is a quantum chemistry calculation of an isolated molecule of C16H19ClN4O3S in a non-equilibrium geometry, from the Open Molecules 2025 dataset.

The geometry in ORCA input format:
```
! RIJCOSX wB97M-V def2-TZVPD def2/J DEFGRID3
* xyz 0 1
Cl -0.321 2.449 -1.410
S -2.405 -1.231 -0.486
O -2.004 -2.110 0.576
O 2.260 1.392 -1.541
O -1.379 -0.618 -1.277
N 2.292 0.176 0.390
N -1.574 1.271 1.392
N 1.745 -0.142 1.551
N -3.464 -0.071 0.146
C -4.632 -2.754 -0.806
C 5.704 -1.012 1.105
C 1.681 1.027 -0.535
C -2.504 2.120 0.682
C 3.594 -0.343 0.179
C 4.022 -0.724 -1.085
C -3.287 1.283 -0.346
C -3.516 -2.126 -1.606
C -3.592 -0.115 1.585
C 0.549 0.231 1.831
C 5.298 -1.236 -1.245
C -0.303 1.000 0.962
C -2.280 0.344 2.261
C 0.336 1.434 -0.179
C 4.435 -0.493 1.277
C 6.141 -1.380 -0.157
H 5.631 -1.529 -2.230
H -3.808 -1.143 1.871
H -2.899 -2.865 -2.109
H -4.205 -3.381 -0.027
H -3.186 2.536 1.431
H -2.730 1.216 -1.281
H -2.497 0.831 3.221
H 7.135 -1.779 -0.291
H -3.868 -1.389 -2.323
H -1.675 -0.544 2.431
H -1.981 2.939 0.197
H 3.367 -0.617 -1.934
H 0.220 -0.058 2.815
H -5.237 -1.980 -0.340
H -5.269 -3.366 -1.440
H 6.355 -1.125 1.959
H -4.271 1.724 -0.540
H 4.079 -0.204 2.253
H -4.437 0.519 1.864
*
```

E = -1924.18282 Eh
SMILES = CCS(=O)(=O)N1CCN(c2cnn(-c3ccccc3)c(=O)c2Cl)CC1
orbital gap = 8.64 eV
energy above the lowest of the compared OMol25 structures with the same formula, charge and spin = 2.971 eV
maximum force = 1.05 eV/Å

---

The following is a quantum chemistry calculation of an isolated molecule of C4H6O, from the Open Molecules 2025 dataset.

The geometry in ORCA input format:
```
! RIJCOSX wB97M-V def2-TZVPD def2/J DEFGRID3
* xyz 0 1
O -0.128 -1.175 -0.036
C -1.196 -0.258 0.022
C -0.553 1.103 -0.011
C 1.111 -0.490 0.019
C 0.770 0.975 -0.001
H 1.740 -0.696 -0.861
H -1.850 -0.427 -0.850
H 1.530 1.736 0.004
H 1.693 -0.797 0.897
H -1.115 2.034 -0.009
H -1.761 -0.429 0.934
*
```

E = -231.20909 Eh
SMILES = C1=CCOC1
orbital gap = 10.18 eV
energy above the lowest of the compared OMol25 structures with the same formula, charge and spin = 0.398 eV
maximum force = 0.92 eV/Å

---

> Which of these has the lowest E?

C16H19ClN4O3S

---

> Which of these has the highest maximum force?

C4H8N2O3

---

> What is the formula in the fourth record?

C4H6O

---

> The highest orbital gap belongs to which entry?

C4H6O